1.
# C29H51NO13P

6 unconnected molecules or ions with the total composition C29H51NO13P in a non-equilibrium geometry (ωB97M-V with the def2-TZVPD basis set, the Open Molecules 2025 dataset).

```
95
Properties=species:S:1:pos:R:3:forces:R:3
C 2.1198 -0.7031 1.7189 -0.49 0.22 0.45
C 1.3176 -1.5440 0.5621 -0.08 0.20 0.37
C 0.6944 -0.6113 -0.6513 0.18 -1.01 -0.70
C -0.9444 -0.7916 -0.6862 0.64 -0.52 -0.27
N -1.6718 0.1054 0.3355 -0.31 -2.13 -0.67
C -3.0861 -0.4464 0.3535 0.52 2.17 0.70
O -3.1095 -1.6390 1.2642 -2.32 -0.62 -2.29
C -3.9339 -2.6134 0.5093 0.47 -0.94 -0.26
C -5.0617 -3.3906 1.4108 -0.39 0.05 -0.95
C -6.4599 -3.4798 0.5133 0.36 -0.56 0.26
O -5.2916 -2.7570 2.7374 -0.13 0.22 -1.73
P -4.3341 0.7667 1.1571 -0.18 -0.99 0.51
C -4.2745 2.5086 0.3704 -1.12 0.62 -0.87
O -5.9165 0.1275 0.6629 0.26 -0.24 0.62
H 2.2770 0.4467 1.4601 -0.27 -2.69 0.35
H 1.4519 -0.7184 2.6920 1.51 0.05 -1.82
H 3.1513 -1.2196 1.9491 -1.91 1.14 -0.36
H 0.3947 -2.0615 1.0925 1.97 0.89 -1.17
H 2.0424 -2.3973 0.1486 -1.69 1.89 0.74
H 1.0555 0.5094 -0.6260 -0.85 -2.21 0.26
H 1.1397 -1.0620 -1.6626 -1.07 1.01 2.01
H -1.3709 -0.6407 -1.7903 0.83 0.08 2.57
H -1.1529 -1.9407 -0.4385 0.44 2.24 -0.52
H -1.1981 -0.0308 1.2787 -0.72 0.19 -1.40
H -3.1627 -3.4065 0.0646 -1.65 1.31 0.85
H -4.4878 -2.1338 -0.4085 1.31 -0.58 2.01
H -4.6910 -4.5137 1.5315 -0.88 2.43 0.49
H -6.2618 -4.2934 -0.3090 -0.40 1.60 1.35
H -7.3808 -3.8735 1.1552 1.99 0.98 -1.23
H -6.7013 -2.4575 -0.0078 0.45 -1.93 1.15
H -5.4547 -1.7657 2.6365 0.73 -1.95 -0.29
H -5.4061 2.8778 0.2926 2.35 -0.83 0.18
H -3.7565 3.2382 1.1299 -0.70 -1.42 -1.66
H -3.8283 2.5452 -0.7126 -0.54 0.07 2.10
H -6.4273 -0.1907 1.4640 1.24 0.94 -1.33
O 4.6540 1.2854 -0.8193 0.09 0.41 1.95
C 4.9883 1.5299 0.3281 -0.76 -0.14 -2.03
O 4.1279 1.9181 1.3146 0.36 -0.18 -0.84
C 4.8729 2.2229 2.4927 -0.22 0.25 0.66
C 6.1759 1.4823 2.3420 0.65 -0.29 0.60
C 6.3928 1.4957 0.8500 0.37 -0.32 0.29
H 5.0149 3.3075 2.5453 -0.03 -0.06 -0.02
H 4.3169 1.8950 3.3758 -0.14 0.10 -0.29
H 6.9954 1.9337 2.9075 -0.16 -0.03 -0.01
H 6.0565 0.4478 2.6864 0.00 0.18 -0.01
H 6.9176 2.3978 0.5232 -0.05 -0.11 -0.15
H 6.9171 0.5986 0.5128 -0.07 0.31 -0.27
O -0.9108 1.2366 3.4412 -0.73 1.20 1.66
C -1.6912 1.8069 4.1854 1.01 -1.48 -1.59
O -1.3297 2.4469 5.3360 0.45 -0.11 -0.28
C -2.5035 2.9025 6.0071 -0.12 0.31 0.53
C -3.5643 2.9854 4.9410 -0.73 0.41 0.01
C -3.1774 1.8704 4.0026 0.00 0.60 0.11
H -2.7585 2.1830 6.7923 0.02 0.02 -0.03
H -2.3107 3.8759 6.4674 0.23 -0.21 0.00
H -4.5796 2.8926 5.3357 0.14 0.05 0.01
H -3.4909 3.9470 4.4186 -0.03 -0.10 0.11
H -3.6157 0.9148 4.3035 0.06 0.04 -0.36
H -3.4377 2.1078 2.9686 0.11 -0.55 0.40
O 6.2103 4.6228 -2.6301 -0.49 -0.18 -1.88
C 5.6745 4.1955 -3.6393 0.55 0.59 1.95
O 5.6800 4.8373 -4.8444 0.42 0.13 0.64
C 4.8700 4.1095 -5.7663 -0.30 -0.03 -0.62
C 4.8103 2.7064 -5.2217 -0.16 -0.77 -0.33
C 4.8817 2.9271 -3.7319 0.10 -0.42 -0.21
H 3.8824 4.5804 -5.8110 0.07 0.00 0.00
H 5.3236 4.1420 -6.7612 0.01 0.23 0.18
H 3.9198 2.1583 -5.5407 0.18 0.09 -0.05
H 5.6912 2.1424 -5.5520 -0.26 0.11 0.03
H 3.8919 3.0917 -3.2970 0.16 -0.07 0.18
H 5.3943 2.1041 -3.2285 -0.30 0.31 0.29
O -9.0727 -3.3866 4.4304 0.39 -1.92 0.83
C -8.4850 -4.3631 4.8655 -0.73 2.10 -0.66
O -9.1001 -5.4440 5.4288 -0.27 0.44 -0.31
C -8.1080 -6.3422 5.9236 0.02 -0.59 0.31
C -6.8560 -6.0162 5.1521 0.72 -0.46 -0.09
C -6.9967 -4.5355 4.9047 0.29 -0.33 -0.36
H -7.9893 -6.1736 6.9991 -0.02 0.00 -0.04
H -8.4308 -7.3745 5.7601 -0.20 0.23 0.07
H -5.9399 -6.2858 5.6843 -0.15 -0.03 -0.05
H -6.8607 -6.5505 4.1943 0.02 0.05 0.17
H -6.5901 -3.9446 5.7301 -0.02 0.11 -0.18
H -6.5406 -4.2421 3.9564 -0.06 0.46 0.32
O 5.3161 -0.7960 -8.1171 1.27 1.83 -0.04
C 6.1265 0.0823 -8.3620 -1.80 -1.72 0.29
O 6.1364 1.3093 -7.7631 -0.23 -0.69 -0.09
C 7.1467 2.1165 -8.3660 0.22 0.70 0.07
C 8.1133 1.1440 -8.9897 0.90 0.08 -0.28
C 7.2185 -0.0034 -9.3849 0.56 -0.08 -0.05
H 6.6757 2.7687 -9.1090 0.01 -0.04 0.05
H 7.6269 2.7367 -7.6035 -0.29 -0.08 0.00
H 8.6734 1.5703 -9.8261 -0.07 0.03 0.16
H 8.8352 0.8042 -8.2371 -0.10 0.10 -0.12
H 6.7881 0.1402 -10.3799 -0.03 -0.16 0.08
H 7.7421 -0.9601 -9.3235 -0.40 0.02 -0.18
```
Positions in Å, forces in eV/Å.

Output
HOMO = -0.0731 Eh
net charge = -1
Kohn-Sham gap = 3.66 eV
F_max = 3.3 eV/A

2.
# C29H51NO2SScSi2

A molecular structure, C29H51NO2SScSi2 in a non-equilibrium geometry (ωB97M-V with the def2-TZVPD basis set, the Open Molecules 2025 dataset).

```
87
Properties=species:S:1:pos:R:3:forces:R:3
O -0.9960 -1.4652 -1.7511 0.63 0.01 -1.30
O 0.8325 0.5749 -3.3199 0.61 0.69 -0.33
C -0.1393 -2.5269 -2.2451 -0.08 0.53 0.17
C -0.6477 -3.8817 -1.8038 0.17 -0.12 -0.23
H 0.8547 -2.3167 -1.8322 -0.40 -0.23 -0.08
H -0.0213 -2.4661 -3.3425 -0.09 -0.08 0.53
H -0.7613 -3.9186 -0.7149 0.02 -0.01 -0.24
H 0.0804 -4.6404 -2.1151 -0.20 -0.01 0.11
H -1.6092 -4.1114 -2.2760 0.10 -0.01 0.14
C -2.0696 -1.0681 -2.6232 -0.34 -0.37 0.49
C -1.8801 -1.3341 -4.1017 -0.24 0.12 -0.29
H -2.1929 0.0143 -2.4539 -0.09 -0.26 -0.02
H -2.9989 -1.5651 -2.2758 0.47 0.22 -0.21
H -1.1064 -0.6907 -4.5314 0.00 -0.25 0.00
H -2.8238 -1.1019 -4.6081 0.13 0.01 0.05
H -1.6459 -2.3791 -4.3252 -0.19 0.21 0.00
C 0.1939 2.0174 -3.2163 0.85 -1.23 -0.26
C 2.1610 0.3188 -4.1242 -0.91 0.52 0.41
C -0.7085 2.1875 -4.3947 -0.31 0.15 -0.24
H 1.0515 2.6874 -3.1502 -0.14 0.05 -0.09
H -0.3493 1.9932 -2.2697 0.20 -0.18 -0.06
H -0.1754 2.1433 -5.3474 -0.23 0.01 0.26
H -1.1740 3.1750 -4.3293 0.03 -0.04 0.06
H -1.5130 1.4418 -4.3845 0.25 0.20 -0.01
C 1.9173 0.6019 -5.5765 0.00 -0.07 -0.35
H 2.3718 -0.7362 -3.9362 -0.20 0.19 0.17
H 2.9231 0.9525 -3.6623 -0.19 -0.05 -0.02
H 1.1447 -0.0593 -5.9898 0.11 0.24 0.16
H 2.8386 0.3955 -6.1338 -0.07 0.00 0.20
H 1.6597 1.6474 -5.7678 0.16 -0.25 0.05
H 1.0399 0.2754 -2.3812 -0.64 -0.08 -0.33
Sc -0.3240 0.0173 1.0104 0.99 -0.82 -0.70
C 1.4634 -0.4345 -0.3285 0.18 0.13 0.18
Si 3.1026 0.1991 0.2875 -0.39 -0.28 -0.40
H 1.5196 -1.5358 -0.4097 -0.02 0.40 0.13
H 1.6040 -0.0509 -1.3578 0.10 -0.37 0.50
C 4.4922 -0.7476 -0.5732 0.17 0.07 0.13
C 3.2521 -0.0861 2.1122 0.41 0.04 0.18
C 3.1821 2.0299 -0.1313 0.37 0.06 0.18
C -1.8994 -1.4658 1.0814 -0.09 -0.51 0.30
Si -3.3666 -0.3379 0.9914 -0.37 -1.42 0.37
H -1.8127 -2.0158 2.0408 -0.33 0.35 -0.26
H -1.8629 -2.2153 0.2704 -0.06 0.51 0.32
C -4.7210 -1.0471 -0.0933 -0.32 0.12 -0.08
C -2.9139 1.3318 0.2512 0.16 0.49 -0.32
C -4.0482 -0.0685 2.7185 -0.06 0.18 0.00
H 2.6780 2.2994 -1.0738 0.15 -0.10 0.21
H 4.2426 2.3167 -0.2066 -0.32 0.17 -0.01
H 2.7097 2.6011 0.6812 0.17 -0.04 -0.31
H 4.3707 -1.8332 -0.4166 0.07 0.37 -0.05
H 5.4463 -0.4415 -0.1166 -0.10 -0.18 -0.25
H 4.5571 -0.5614 -1.6585 -0.04 -0.04 0.33
H 2.7710 -1.0311 2.3982 0.22 0.18 0.04
H 2.8084 0.7358 2.6855 0.14 -0.19 0.00
H 4.3299 -0.1447 2.3221 -0.29 -0.02 0.33
H -3.2468 1.3915 -0.7955 0.06 -0.05 0.23
H -1.8493 1.6385 0.2669 -0.47 0.16 -0.01
H -3.4562 2.1060 0.8164 0.30 -0.06 -0.20
H -4.9392 0.5749 2.6801 0.20 -0.11 0.13
H -3.3045 0.4034 3.3780 -0.19 -0.09 -0.08
H -4.3369 -1.0328 3.1609 0.09 0.24 -0.10
H -5.6790 -0.5690 0.1550 0.10 -0.14 -0.14
H -4.8198 -2.1276 0.0714 -0.01 0.22 0.00
H -4.5322 -0.8783 -1.1610 -0.11 -0.03 0.24
S 0.4887 0.9931 5.4611 -0.10 -0.92 -0.82
C 0.5143 -0.7698 5.4357 0.06 -0.10 -0.15
C 0.6877 -1.6317 6.5157 0.01 -0.28 -0.03
C 0.6785 -3.0142 6.2851 0.02 0.54 -0.14
C 0.5180 -3.5109 4.9811 -0.05 0.43 -0.37
C 0.3587 -2.6445 3.8889 0.00 0.03 0.32
C 0.3521 -1.2626 4.1269 -0.16 0.55 0.00
N 0.1921 -0.2434 3.1630 0.21 1.80 1.23
C 0.2557 0.9929 3.7280 0.07 -2.08 0.14
C 0.1893 2.2290 2.9673 0.05 1.68 -0.24
C 0.3203 3.4910 3.6187 -0.06 -0.90 -0.19
C 0.2901 4.6578 2.8669 -0.03 -0.04 0.16
C 0.1522 4.5859 1.4790 0.02 -0.47 -0.46
C 0.0382 3.3367 0.8381 0.02 1.02 0.67
C 0.0259 2.1560 1.5669 -0.10 -0.53 0.32
H 0.8374 -1.2018 7.5040 -0.06 -0.31 -0.10
H 0.8056 -3.7124 7.1139 -0.03 0.28 -0.24
H 0.5197 -4.5889 4.8208 -0.01 0.30 -0.01
H 0.2237 -3.0016 2.8645 0.06 -0.02 0.41
H 0.4339 3.5146 4.7078 -0.01 0.24 -0.38
H 0.3699 5.6265 3.3640 -0.01 -0.31 -0.18
H 0.1260 5.4977 0.8812 0.06 -0.15 0.22
H -0.0517 3.3152 -0.2520 -0.06 0.07 0.23
```
Positions in Å, forces in eV/Å.

Output
HOMO = -0.3686 Eh
energy relative to the best compared isomer or geometry (same formula, charge and spin) = 0.0 kJ/mol
net charge = +1
Kohn-Sham gap = 7.37 eV
F_max = 2.2 eV/A

Question: Look up the net charge of the second one.
Answer: +1

Question: Among the records above, which one has the highest net charge?
Answer: C29H51NO2SScSi2

Question: The lowest F_max belongs to which entry?
Answer: C29H51NO2SScSi2